{
  "formula": "C4H4N2O2",
  "method": "wB97M-V/def2-TZVPD",
  "orbital_gap_ev": 9.156,
  "smiles": "C#C[C@@H]1ON=CNO1",
  "de_lowest_ev": 10.3983,
  "e_tot_ha": -414.4641,
  "symbols": ["C", "C", "C", "C", "H", "H", "H", "H", "N", "N", "O", "O"],
  "positions_angstrom": [[1.13, 1.55, 1.48], [0.50, 1.25, 0.40], [-0.40, 0.86, -0.47], [-0.19, -1.57, 0.24], [1.47, 2.53, 2.22], [-0.67, 1.73, -1.36], [0.14, -1.98, -1.99], [0.09, -2.41, 0.76], [0.36, -1.37, -1.14], [-0.91, -0.77, 1.09], [-0.08, -0.10, -1.48], [-1.43, 0.28, 0.25]]
}